Density functional theory data (ωB97M-V/def2-TZVPD) for a molecular structure, C12H25CrN2O2P2 in a non-equilibrium geometry.

Last column: Löwdin charge in e.
Cartesian coordinates (Å):
C: 0.094 3.315 -0.524  -0.052
C: 0.185 1.998 0.102  -0.326
N: 0.362 0.910 -0.753  -0.045
C: 0.748 1.070 -2.024  -0.332
C: 0.858 2.358 -2.571  -0.069
C: 0.490 3.441 -1.804  -0.122
C: 0.142 1.761 1.495  -0.265
P: 0.676 0.185 2.118  0.677
Cr: 0.239 -0.928 0.128  0.044
P: 0.476 -1.626 -1.967  0.785
C: 1.159 -0.164 -2.787  -0.265
O: -3.380 1.850 1.972  -0.057
O: -3.369 -1.084 1.236  -0.089
H: -0.278 4.110 0.113  0.104
H: 1.267 2.456 -3.566  0.101
H: 0.521 4.485 -2.261  0.133
C: 2.282 0.661 2.832  -0.224
C: -0.304 -0.352 3.508  -0.224
H: 0.858 -0.142 -3.829  0.094
H: 2.246 -0.258 -2.767  0.102
H: -2.483 2.141 2.104  0.002
H: 0.041 2.636 2.174  0.079
C: 1.533 -3.020 -2.422  -0.242
C: -1.096 -1.869 -2.838  -0.240
H: -1.663 -1.152 0.703  0.116
H: -3.112 -1.404 2.122  0.057
H: -3.414 -0.138 1.223  -0.004
H: -3.612 2.266 1.111  0.071
H: 1.512 -0.597 1.253  -0.036
H: -1.360 -1.420 -0.028  0.028
H: 2.046 1.456 3.528  0.043
H: 2.783 -0.195 3.294  0.057
H: 2.897 1.042 2.012  0.058
H: -0.324 0.510 4.196  0.055
H: -1.333 -0.645 3.244  0.036
H: 0.182 -1.204 4.011  0.065
H: -0.941 -2.014 -3.917  0.052
H: -1.592 -2.751 -2.406  0.058
H: -1.729 -0.992 -2.668  0.054
H: 1.476 -3.263 -3.500  0.056
H: 2.569 -2.779 -2.148  0.055
H: 1.217 -3.894 -1.830  0.046
N: 0.617 -3.926 1.284  -0.033
C: 0.512 -2.836 0.850  -0.400

## Properties
Gap between HOMO and LUMO (spin up / spin down) (eV): 7.337 / 6.855
Electronic energy (Ha): -2459.27928
Spin multiplicity: 4
E_HOMO (spin up / spin down) (eV): -6.96 / -6.53
⟨S²⟩: 3.843